a.
C36H36N8O2SY | wB97M-V/def2-TZVPD

## Properties
Molar mass in g mol⁻¹: 733.7
HOMO-LUMO gap in eV: 6.277
Total charge: -1

Each line ends with the Löwdin charge.
Atoms and positions in Å:
Y  0.222  -0.601  0.327  1.407
C  -2.179  -4.564  0.196  -0.032
C  -1.395  -3.438  -0.448  -0.498
O  -1.098  -2.468  0.320  -0.187
C  -1.088  -3.523  -1.792  -0.067
C  -0.426  -2.516  -2.563  -0.373
C  -0.301  -2.769  -4.045  -0.050
N  0.036  -1.411  -2.045  -0.051
N  0.537  -0.512  -3.004  0.062
C  1.179  0.470  -2.440  -0.503
O  1.432  0.612  -1.191  -0.193
C  1.625  1.576  -3.347  -0.136
C  1.694  1.418  -4.729  -0.039
C  2.089  2.474  -5.535  -0.104
C  2.411  3.703  -4.972  -0.117
C  2.342  3.865  -3.595  -0.095
C  1.959  2.804  -2.785  -0.023
H  -1.904  -4.630  1.248  0.076
H  -2.000  -5.520  -0.297  0.067
H  -3.249  -4.346  0.138  0.077
H  -1.410  -4.410  -2.322  0.084
H  -0.792  -3.702  -4.316  0.062
H  0.752  -2.819  -4.331  0.073
H  -0.725  -1.939  -4.609  0.069
H  1.426  0.459  -5.154  0.102
H  2.145  2.340  -6.609  0.091
H  2.713  4.530  -5.603  0.089
H  2.589  4.820  -3.146  0.094
H  1.910  2.904  -1.708  0.112
C  2.023  -3.493  0.143  -0.083
N  2.404  -2.088  -0.007  -0.311
C  3.103  -1.923  -1.282  -0.102
C  3.310  -1.689  1.078  -0.186
C  2.626  -1.685  2.424  -0.289
C  3.382  -1.918  3.571  -0.081
C  2.783  -1.864  4.821  -0.131
C  1.423  -1.594  4.903  -0.130
C  0.692  -1.372  3.739  -0.151
C  1.252  -1.398  2.453  -0.178
H  2.912  -4.142  0.089  0.090
H  1.333  -3.772  -0.653  0.071
H  1.531  -3.640  1.103  0.085
H  4.031  -2.516  -1.292  0.087
H  3.343  -0.872  -1.434  0.079
H  2.464  -2.253  -2.099  0.074
H  3.664  -0.679  0.840  0.128
H  4.198  -2.345  1.079  0.117
H  4.443  -2.145  3.491  0.095
H  3.367  -2.044  5.717  0.082
H  0.939  -1.560  5.875  0.082
H  -0.372  -1.172  3.847  0.058
S  -2.435  3.631  -0.318  1.094
C  -3.103  2.518  -1.462  -0.472
C  -4.166  2.692  -2.342  -0.107
C  -4.524  1.629  -3.148  -0.107
C  -3.837  0.413  -3.073  -0.082
C  -2.779  0.241  -2.205  0.005
C  -2.398  1.310  -1.393  -0.275
N  -1.361  1.293  -0.467  0.040
C  -1.274  2.418  0.175  -0.520
C  -0.301  2.668  1.250  -0.306
C  -0.298  3.911  1.896  -0.108
C  0.618  4.154  2.903  -0.129
C  1.516  3.146  3.250  -0.111
C  1.477  1.915  2.606  -0.122
C  0.573  1.611  1.571  -0.137
H  -4.701  3.632  -2.393  0.099
H  -5.349  1.738  -3.842  0.094
H  -4.139  -0.409  -3.711  0.099
H  -2.240  -0.693  -2.141  0.093
H  -1.005  4.690  1.624  0.070
H  0.636  5.112  3.408  0.086
H  2.246  3.323  4.034  0.089
H  2.175  1.149  2.938  0.079
N  -4.155  1.386  5.309  0.139
C  -3.326  1.078  4.269  -0.508
N  -2.274  1.890  4.065  0.206
N  -3.633  0.020  3.545  0.110
C  -2.673  -0.226  2.656  -0.284
N  -1.820  -0.234  1.882  0.168
H  -4.227  2.349  5.585  0.096
H  -5.009  0.855  5.325  0.099
H  -1.963  2.491  4.807  0.114
H  -1.590  1.660  3.350  0.083


b.
C36H36N8O2SY | wB97M-V/def2-TZVPD

## Properties
Molar mass in g mol⁻¹: 733.7
HOMO-LUMO gap in eV: 7.563
Total charge: -1

Each line ends with the Löwdin charge.
Atoms and positions in Å:
Y  0.099  -0.255  0.514  1.467
C  -2.113  3.624  -2.093  0.000
C  -1.527  2.256  -1.840  -0.420
O  -1.362  1.861  -0.708  -0.001
C  -1.219  1.421  -3.067  -0.074
C  -0.335  0.260  -2.751  -0.359
C  -0.707  -1.112  -3.237  -0.026
N  0.755  0.409  -2.112  0.025
N  1.317  1.655  -1.976  0.076
C  1.586  2.171  -0.815  -0.494
O  1.113  1.823  0.331  -0.187
C  2.600  3.280  -0.852  -0.140
C  2.978  3.876  0.346  -0.030
C  3.978  4.841  0.372  -0.094
C  4.610  5.222  -0.803  -0.113
C  4.228  4.638  -2.007  -0.099
C  3.232  3.673  -2.032  -0.036
H  -2.968  3.780  -1.434  0.085
H  -1.350  4.369  -1.850  0.092
H  -2.421  3.743  -3.131  0.075
H  -0.772  2.059  -3.836  0.130
H  -1.092  -1.046  -4.258  0.080
H  0.168  -1.759  -3.220  0.077
H  -1.487  -1.563  -2.620  0.056
H  2.487  3.555  1.256  0.112
H  4.267  5.295  1.312  0.095
H  5.398  5.964  -0.782  0.091
H  4.716  4.933  -2.928  0.092
H  2.936  3.192  -2.954  0.101
C  -3.027  1.377  1.926  -0.113
N  -1.634  1.206  2.316  -0.292
C  -0.988  2.512  2.453  -0.099
C  -1.548  0.473  3.579  -0.198
C  -0.161  -0.050  3.867  -0.282
C  0.318  0.018  5.172  -0.079
C  1.548  -0.539  5.501  -0.120
C  2.275  -1.182  4.509  -0.116
C  1.784  -1.218  3.205  -0.139
C  0.563  -0.642  2.817  -0.181
H  -3.590  1.943  2.685  0.085
H  -3.497  0.403  1.791  0.072
H  -3.075  1.911  0.978  0.070
H  -1.512  3.133  3.198  0.087
H  -0.988  3.021  1.490  0.070
H  0.048  2.380  2.765  0.084
H  -2.231  -0.377  3.510  0.122
H  -1.898  1.104  4.412  0.114
H  -0.273  0.512  5.940  0.095
H  1.929  -0.474  6.515  0.086
H  3.228  -1.647  4.744  0.088
H  2.392  -1.726  2.463  0.071
S  1.624  -4.971  -1.065  1.082
C  -0.051  -5.253  -0.715  -0.480
C  -0.782  -6.430  -0.831  -0.106
C  -2.108  -6.417  -0.434  -0.108
C  -2.692  -5.243  0.052  -0.089
C  -1.968  -4.070  0.152  -0.015
C  -0.625  -4.074  -0.226  -0.296
N  0.247  -2.997  -0.143  0.064
C  1.452  -3.298  -0.515  -0.501
C  2.597  -2.387  -0.434  -0.283
C  3.888  -2.874  -0.679  -0.087
C  4.980  -2.045  -0.521  -0.110
C  4.763  -0.732  -0.110  -0.093
C  3.474  -0.272  0.122  -0.122
C  2.324  -1.066  -0.038  -0.179
H  -0.321  -7.333  -1.215  0.100
H  -2.696  -7.325  -0.499  0.094
H  -3.731  -5.256  0.359  0.098
H  -2.412  -3.149  0.506  0.086
H  4.034  -3.910  -0.974  0.071
H  5.983  -2.417  -0.693  0.090
H  5.610  -0.068  0.038  0.094
H  3.365  0.755  0.458  0.080
N  -6.216  -0.916  -2.380  0.090
C  -4.989  -0.313  -2.108  -0.609
N  -4.653  0.849  -2.556  0.090
N  -4.237  -1.093  -1.285  0.094
C  -3.096  -0.880  -0.757  -0.366
N  -2.071  -0.896  -0.179  0.041
H  -6.662  -0.633  -3.232  0.070
H  -6.222  -1.909  -2.218  0.072
H  -5.387  1.241  -3.135  0.015
H  -2.200  1.081  -3.405  0.104


What should be chosen as the least stable of them? Choose b.


a.
C3H7O2 | wB97M-V/def2-TZVPD

## Properties
Molar mass in g mol⁻¹: 75.1
HOMO-LUMO gap in eV: 6.722
Total charge: -1

Each line ends with the natural charge from an NBO analysis.
Atoms and positions in Å:
C  0.489  0.841  1.805  0.302
O  1.476  1.333  2.289  -0.584
H  -0.062  -0.047  2.168  0.116
H  -0.055  1.240  0.939  0.138
H  2.396  -2.798  0.626  -0.034
C  -0.703  0.875  -1.681  -0.788
C  -1.303  -0.190  -1.027  0.239
O  -0.905  -0.701  0.082  -0.842
H  -1.398  1.280  -2.419  0.164
H  0.226  1.325  -1.375  0.180
H  -2.196  -0.633  -1.480  0.077
H  2.034  -2.527  0.073  0.033


b.
C3H7O2 | wB97M-V/def2-TZVPD

## Properties
Molar mass in g mol⁻¹: 75.1
SMILES string: CO[C@H](C)[O-]
HOMO-LUMO gap in eV: 7.566
Total charge: -1

Each line ends with the natural charge from an NBO analysis.
Atoms and positions in Å:
C  0.341  1.254  1.365  -0.230
O  -0.190  0.879  0.145  -0.715
H  1.370  0.928  1.567  0.166
H  0.345  2.371  1.356  0.126
H  -0.276  0.985  2.237  0.119
O  1.346  -1.109  -0.020  -0.830
C  0.526  -0.407  -0.656  0.444
C  -0.831  -1.131  -1.058  -0.687
H  0.818  0.214  -1.521  0.050
H  -1.286  -0.847  -2.021  0.167
H  -1.495  -0.932  -0.219  0.210
H  -0.669  -2.207  -1.174  0.180


What should be chosen as the least stable of them? Choose a.